(1)
17
Properties=species:S:1:pos:R:3 method="wB97M-V/def2-TZVPD" charge=+1 homo_lumo_gap_ev="9.60 / 4.69" multiplicity=2 e_homo_ev="-14.64 / -14.64"
H -0.684 -0.413 -0.488
O -0.296 0.009 -1.471
O -1.237 -0.772 0.594
H -0.431 -0.349 -2.357
H -0.280 0.993 -1.312
C -1.474 0.083 1.518
H -2.340 -0.206 2.105
O -0.618 0.977 1.594
O 3.141 -0.138 0.990
H 2.840 0.617 1.516
H 2.661 0.016 0.171
O -0.081 -2.930 -0.904
H -0.129 -2.184 -0.324
H -0.492 -3.740 -0.573
O -0.348 2.511 -0.638
H 0.363 3.149 -0.707
H -0.595 2.378 0.288

=====

(2)
35
Properties=species:S:1:pos:R:3 method="wB97M-V/def2-TZVPD" charge=+1 homo_lumo_gap_ev="10.44 / 2.53" multiplicity=2 e_homo_ev="-13.21 / -13.21"
C 0.121 3.368 -4.412
Cl 0.771 3.277 -6.063
Cl -0.311 1.752 -3.839
H 0.872 3.738 -3.714
H -0.752 4.020 -4.385
C 2.915 0.161 0.910
Cl 2.733 0.514 -0.833
Cl 3.485 1.606 1.792
H 1.973 -0.158 1.355
H 3.674 -0.606 1.065
C -0.023 -1.055 -1.450
Cl -0.555 -1.209 0.226
Cl -1.052 -1.938 -2.600
H 0.039 0.014 -1.649
H 1.000 -1.422 -1.532
C 2.330 -4.690 -0.240
Cl 2.749 -5.499 -1.765
Cl 3.662 -3.658 0.455
H 1.502 -4.026 -0.486
H 2.004 -5.410 0.511
C -3.944 -0.039 0.573
Cl -4.105 0.054 2.351
Cl -5.498 -0.492 -0.245
H -3.575 0.916 0.197
H -3.321 -0.893 0.308
C -0.658 -1.103 3.799
Cl 0.989 -1.644 3.372
Cl -0.719 0.638 4.056
H -1.361 -1.340 3.001
H -0.995 -1.638 4.687
C -0.695 3.466 0.925
Cl -2.124 3.082 1.959
Cl -0.460 2.380 -0.447
H -0.846 4.475 0.543
H 0.175 3.358 1.572

=====

(3)
16
Properties=species:S:1:pos:R:3 method="wB97M-V/def2-TZVPD" homo_lumo_gap_ev=4.69 e_homo_ev=-7.34
C -1.570 0.193 -0.349
C -0.483 0.755 0.462
C 0.806 0.244 0.383
N 1.456 0.225 -0.901
N -0.821 1.199 1.786
H -1.217 -0.386 -1.206
H -2.179 -0.519 0.217
H -2.307 0.882 -0.765
H 0.833 -0.859 0.627
H 1.531 0.665 1.093
H 0.867 0.764 -1.519
H -1.568 0.605 2.143
H -1.245 2.121 1.652
H 1.769 -2.958 -1.485
H 1.908 -0.724 -1.035
O 2.220 -2.205 -1.104

=====

(4)
100
Properties=species:S:1:pos:R:3 method="wB97M-V/def2-TZVPD" homo_lumo_gap_ev=1.83 e_homo_ev=-6.93
Rb -13.875 5.005 24.516
C -12.917 9.421 27.158
C -12.657 9.258 25.805
C -13.667 8.920 24.949
C -14.930 8.650 25.490
C -15.289 9.092 26.783
C -14.239 9.397 27.614
N -15.713 7.693 24.820
N -16.958 7.695 25.163
C -17.636 6.567 24.792
C -19.057 6.632 25.034
C -19.674 5.423 25.261
C -18.949 4.236 25.036
C -17.656 4.316 24.580
N -16.967 5.448 24.461
H -12.083 9.601 27.832
H -11.653 9.354 25.432
H -13.521 8.693 23.903
H -16.332 9.067 27.042
H -14.407 9.604 28.674
H -19.556 7.596 25.134
H -20.715 5.360 25.665
H -19.331 3.251 25.304
H -17.134 3.393 24.300
C -8.893 -0.401 27.397
C -9.961 -1.155 26.601
C -9.289 -2.173 25.649
C -10.280 -2.863 24.698
C -11.187 -1.879 24.025
C -11.800 -2.247 22.837
C -12.644 -1.332 22.196
F -13.160 -1.722 21.016
C -12.896 -0.051 22.700
C -12.342 0.254 23.950
C -12.744 1.503 24.607
O -13.446 2.330 23.981
C -12.252 1.735 25.945
C -11.350 0.859 26.471
N -10.876 -0.252 25.823
C -11.464 -0.653 24.642
C -12.811 2.928 26.755
O -14.017 2.968 26.993
O -12.005 3.811 27.061
H -8.057 -1.091 27.627
H -9.278 -0.027 28.362
H -8.532 0.433 26.803
H -10.576 -1.727 27.300
H -8.788 -2.942 26.281
H -8.477 -1.695 25.084
H -10.867 -3.632 25.239
H -9.710 -3.381 23.936
H -11.636 -3.191 22.348
H -13.544 0.660 22.209
H -10.980 1.022 27.476
O -5.492 5.821 22.219
S -4.807 7.102 22.005
O -5.021 8.171 22.945
O -3.455 7.008 21.474
C -6.137 7.723 20.851
N -5.929 8.582 19.860
C -7.042 9.202 19.428
C -8.317 8.908 19.868
C -8.386 7.875 20.830
N -7.308 7.270 21.320
C -9.624 7.275 21.370
C -9.500 6.234 22.322
C -10.665 5.678 22.813
N -11.898 6.137 22.513
C -11.988 7.166 21.708
C -10.875 7.770 21.106
H -6.878 9.973 18.681
H -9.168 9.376 19.406
H -8.530 5.866 22.600
H -10.612 4.871 23.554
H -12.974 7.498 21.432
H -11.042 8.623 20.452
Ge -16.164 4.987 21.535
C -15.104 5.782 20.065
C -14.099 5.085 19.412
C -13.456 5.639 18.315
C -13.828 6.881 17.826
C -14.821 7.576 18.498
C -15.447 7.062 19.610
C -18.030 5.075 20.771
C -18.513 3.980 20.046
C -19.849 3.841 19.700
C -20.754 4.876 19.991
C -20.302 5.993 20.655
C -18.960 6.115 20.971
H -15.860 3.477 21.388
H -13.813 4.103 19.793
H -12.733 5.028 17.783
H -13.306 7.300 16.969
H -15.107 8.556 18.174
H -16.268 7.622 20.073
H -17.827 3.165 19.812
H -20.197 2.947 19.190
H -21.798 4.805 19.703
H -20.974 6.802 20.969
H -18.625 7.008 21.501

=====

(5)
94
Properties=species:S:1:pos:R:3 method="wB97M-V/def2-TZVPD" charge=-1 homo_lumo_gap_ev="6.27 / 5.36" multiplicity=3 e_homo_ev="-4.13 / -4.16"
Cr -0.265 0.193 -0.632
O 1.934 -3.149 0.097
C 1.392 -2.080 0.300
N 0.084 -1.750 0.106
C -0.864 -2.725 0.047
O -0.777 -3.866 0.459
C -2.104 -2.181 -0.561
C -3.235 -2.974 -0.667
C -4.374 -2.453 -1.250
C -4.325 -1.140 -1.696
C -3.159 -0.413 -1.554
N -2.041 -0.913 -1.010
C 2.102 -0.885 0.829
C 3.334 -0.992 1.454
C 3.864 0.123 2.077
C 3.116 1.293 2.066
C 1.902 1.316 1.407
N 1.398 0.258 0.774
H -3.178 -3.978 -0.278
H -5.270 -3.045 -1.363
H -5.187 -0.660 -2.127
H -3.104 0.604 -1.920
H 3.827 -1.953 1.441
H 4.811 0.070 2.592
H 3.450 2.178 2.583
H 1.301 2.223 1.413
Se -1.580 1.454 0.809
Se -3.787 1.632 0.748
Se -1.869 0.331 4.516
Se -1.170 -0.188 2.459
N 0.943 -0.696 -2.108
C 0.762 -0.864 -3.238
N 0.575 -1.061 -4.506
C 1.472 -0.498 -5.495
C 0.633 0.009 -6.673
O -0.201 -1.006 -7.181
C -1.103 -1.452 -6.194
C -0.355 -2.057 -5.002
H 2.166 -1.274 -5.848
H 2.040 0.316 -5.040
H 1.279 0.308 -7.500
H 0.020 0.863 -6.348
H -1.738 -2.195 -6.677
H -1.719 -0.610 -5.845
H 0.196 -2.951 -5.327
H -1.054 -2.332 -4.211
C 0.054 3.064 -3.276
C -0.116 2.033 -2.184
O -0.991 1.099 -2.378
N 0.528 2.008 -1.078
Te -0.030 4.255 0.115
C -0.728 6.143 0.977
C 0.157 7.152 1.345
C 1.639 6.945 1.293
C -0.336 8.375 1.783
C -1.696 8.607 1.894
C -2.224 9.933 2.353
C -2.569 7.576 1.581
C -2.103 6.352 1.129
C -3.079 5.261 0.816
C 1.304 5.186 -1.271
C 0.845 6.150 -2.167
C -0.556 6.673 -2.112
C 1.710 6.640 -3.140
C 3.017 6.196 -3.245
C 3.939 6.685 -4.326
C 3.469 5.267 -2.319
C 2.633 4.761 -1.338
C 3.167 3.742 -0.382
H -0.200 2.604 -4.231
H 1.069 3.451 -3.298
H -0.635 3.888 -3.095
H 1.890 5.977 1.728
H 2.163 7.722 1.848
H 1.995 6.954 0.264
H 0.359 9.162 2.051
H -1.415 10.584 2.675
H -2.919 9.802 3.181
H -2.760 10.424 1.540
H -3.634 7.736 1.691
H -4.101 5.566 1.027
H -2.869 4.371 1.414
H -3.018 4.972 -0.236
H -1.252 5.867 -1.867
H -0.839 7.125 -3.060
H -0.648 7.424 -1.327
H 1.345 7.376 -3.843
H 3.408 7.314 -5.037
H 4.375 5.842 -4.865
H 4.759 7.261 -3.895
H 4.494 4.922 -2.373
H 4.237 3.594 -0.518
H 2.655 2.793 -0.554
H 2.976 4.056 0.646

=====

(6)
19
Properties=species:S:1:pos:R:3 method="wB97M-V/def2-TZVPD" homo_lumo_gap_ev=8.70 smiles=CCSSC.O.O e_homo_ev=-8.51
C 0.000 1.082 -1.810
C 0.793 1.170 -0.502
S -0.223 1.174 0.979
S 0.750 2.564 2.157
C -0.556 3.740 2.434
H -0.427 0.086 -1.954
H -0.813 1.788 -1.772
H 0.640 1.335 -2.663
H 1.347 2.122 -0.516
H 1.612 0.442 -0.488
H -0.571 4.084 3.468
H -1.552 3.313 2.257
H -0.540 4.646 1.821
O 1.490 -4.343 0.020
H 0.608 -4.251 -0.347
H 1.643 -3.518 0.495
O -1.715 -5.276 -0.962
H -1.517 -4.386 -1.287
H -0.970 -5.774 -1.330

=====

Repeat the fourth record exactly.
100
Properties=species:S:1:pos:R:3 method="wB97M-V/def2-TZVPD" homo_lumo_gap_ev=1.83 e_homo_ev=-6.93
Rb -13.875 5.005 24.516
C -12.917 9.421 27.158
C -12.657 9.258 25.805
C -13.667 8.920 24.949
C -14.930 8.650 25.490
C -15.289 9.092 26.783
C -14.239 9.397 27.614
N -15.713 7.693 24.820
N -16.958 7.695 25.163
C -17.636 6.567 24.792
C -19.057 6.632 25.034
C -19.674 5.423 25.261
C -18.949 4.236 25.036
C -17.656 4.316 24.580
N -16.967 5.448 24.461
H -12.083 9.601 27.832
H -11.653 9.354 25.432
H -13.521 8.693 23.903
H -16.332 9.067 27.042
H -14.407 9.604 28.674
H -19.556 7.596 25.134
H -20.715 5.360 25.665
H -19.331 3.251 25.304
H -17.134 3.393 24.300
C -8.893 -0.401 27.397
C -9.961 -1.155 26.601
C -9.289 -2.173 25.649
C -10.280 -2.863 24.698
C -11.187 -1.879 24.025
C -11.800 -2.247 22.837
C -12.644 -1.332 22.196
F -13.160 -1.722 21.016
C -12.896 -0.051 22.700
C -12.342 0.254 23.950
C -12.744 1.503 24.607
O -13.446 2.330 23.981
C -12.252 1.735 25.945
C -11.350 0.859 26.471
N -10.876 -0.252 25.823
C -11.464 -0.653 24.642
C -12.811 2.928 26.755
O -14.017 2.968 26.993
O -12.005 3.811 27.061
H -8.057 -1.091 27.627
H -9.278 -0.027 28.362
H -8.532 0.433 26.803
H -10.576 -1.727 27.300
H -8.788 -2.942 26.281
H -8.477 -1.695 25.084
H -10.867 -3.632 25.239
H -9.710 -3.381 23.936
H -11.636 -3.191 22.348
H -13.544 0.660 22.209
H -10.980 1.022 27.476
O -5.492 5.821 22.219
S -4.807 7.102 22.005
O -5.021 8.171 22.945
O -3.455 7.008 21.474
C -6.137 7.723 20.851
N -5.929 8.582 19.860
C -7.042 9.202 19.428
C -8.317 8.908 19.868
C -8.386 7.875 20.830
N -7.308 7.270 21.320
C -9.624 7.275 21.370
C -9.500 6.234 22.322
C -10.665 5.678 22.813
N -11.898 6.137 22.513
C -11.988 7.166 21.708
C -10.875 7.770 21.106
H -6.878 9.973 18.681
H -9.168 9.376 19.406
H -8.530 5.866 22.600
H -10.612 4.871 23.554
H -12.974 7.498 21.432
H -11.042 8.623 20.452
Ge -16.164 4.987 21.535
C -15.104 5.782 20.065
C -14.099 5.085 19.412
C -13.456 5.639 18.315
C -13.828 6.881 17.826
C -14.821 7.576 18.498
C -15.447 7.062 19.610
C -18.030 5.075 20.771
C -18.513 3.980 20.046
C -19.849 3.841 19.700
C -20.754 4.876 19.991
C -20.302 5.993 20.655
C -18.960 6.115 20.971
H -15.860 3.477 21.388
H -13.813 4.103 19.793
H -12.733 5.028 17.783
H -13.306 7.300 16.969
H -15.107 8.556 18.174
H -16.268 7.622 20.073
H -17.827 3.165 19.812
H -20.197 2.947 19.190
H -21.798 4.805 19.703
H -20.974 6.802 20.969
H -18.625 7.008 21.501